[1]
Formula: C42H65BN6O2PTi
Source: the OMol25 dataset
Level of theory: ωB97M-V/def2-TZVPD

Atoms and positions in Å:
Ti (0.16, -1.51, 0.04)
P (1.01, 3.29, 0.03)
O (-3.16, -0.70, 0.30)
O (-2.68, -2.17, -1.36)
N (-1.82, -1.99, 3.12)
N (1.31, -3.16, 2.68)
N (0.26, -1.27, -2.01)
N (0.78, -0.29, 1.82)
N (0.61, -3.73, 0.09)
N (2.48, -1.72, -0.14)
C (0.34, -2.23, -2.94)
C (2.74, 2.75, -3.64)
C (-0.01, -4.18, -1.22)
C (3.45, 3.07, 1.17)
C (-1.93, -0.54, 3.34)
C (0.63, -4.78, 4.82)
C (-0.18, 0.35, -3.71)
C (4.18, -3.22, -0.88)
C (-3.88, -0.69, -2.76)
C (4.98, -2.16, -1.26)
C (-0.65, 5.69, 0.16)
C (-5.07, -2.07, 0.68)
C (0.14, -1.94, -4.28)
C (2.04, -4.08, 0.14)
C (-0.11, -0.64, -4.68)
C (-1.43, 3.62, 1.32)
C (-5.29, 0.16, -0.39)
C (-0.63, -0.01, 3.93)
C (1.48, -3.70, 5.00)
C (1.80, -2.93, 3.90)
C (0.49, -4.19, 2.52)
C (0.00, -0.01, -2.40)
C (2.19, 5.08, -3.54)
C (3.27, -0.70, -0.50)
C (2.94, -2.96, -0.32)
C (2.30, 4.09, 1.11)
C (0.37, 0.57, 2.96)
C (-1.42, 3.69, -1.13)
C (1.67, 4.91, -2.27)
C (-4.01, -1.70, -1.63)
C (-0.64, 4.15, 0.11)
C (2.21, 2.59, -2.37)
C (-4.85, -2.88, -2.07)
C (-4.43, -1.08, -0.28)
C (0.13, -5.04, 3.56)
C (0.65, -3.64, -2.49)
C (2.73, 4.00, -4.24)
C (4.53, -0.87, -1.07)
C (-0.11, -4.44, 1.16)
C (1.66, 3.65, -1.65)
C (2.89, 5.42, 0.64)
C (1.75, 4.27, 2.53)
B (-2.10, -1.44, -0.28)
H (1.27, 0.86, 3.51)
H (-0.10, 0.73, -1.61)
H (-2.43, 4.11, -1.09)
H (-0.38, 1.39, -3.95)
H (-5.57, 0.52, 0.61)
H (2.47, -2.09, 4.00)
H (-1.57, 2.54, 1.24)
H (-1.66, 6.03, 0.42)
H (-6.07, -2.37, 0.37)
H (-0.85, 0.80, 4.64)
H (0.36, -5.42, 5.65)
H (-2.77, -0.28, 3.99)
H (-4.46, -2.97, 0.78)
H (0.99, 5.06, 2.58)
H (4.50, -4.24, -1.03)
H (1.29, 5.77, -1.75)
H (1.31, 3.35, 2.92)
H (2.18, 6.07, -3.99)
H (-3.27, 0.16, -2.46)
H (0.31, -4.30, -3.29)
H (-0.41, 6.13, -0.81)
H (1.90, -3.47, 5.97)
H (3.13, 4.14, -5.23)
H (2.21, 1.60, -1.92)
H (-4.82, -3.68, -1.33)
H (-2.13, -0.07, 2.38)
H (2.30, -4.27, 1.19)
H (-4.48, -3.27, -3.02)
H (-1.52, 2.61, -1.17)
H (5.11, 0.00, -1.35)
H (1.74, -3.77, -2.46)
H (1.11, -1.18, 2.19)
H (3.41, 5.33, -0.31)
H (2.14, 6.21, 0.54)
H (-4.85, -0.30, -3.08)
H (-1.06, -3.89, -1.20)
H (2.56, 4.56, 3.20)
H (5.95, -2.34, -1.71)
H (2.87, 0.30, -0.35)
H (0.03, 6.10, 0.90)
H (3.16, 1.90, -4.16)
H (-0.03, 1.49, 2.52)
H (-0.96, 4.03, -2.06)
H (-1.14, -4.07, 1.15)
H (-0.26, -0.41, -5.72)
H (-6.22, -0.04, -0.93)
H (-4.76, 0.97, -0.90)
H (1.60, 0.15, 1.41)
H (-3.40, -1.17, -3.61)
H (-2.61, -2.29, 2.55)
H (-0.53, -5.88, 3.38)
H (3.84, 2.85, 0.17)
H (-0.17, -0.81, 4.52)
H (3.13, 2.13, 1.63)
H (0.04, -5.27, -1.23)
H (-0.13, -5.52, 0.96)
H (0.20, -2.74, -5.01)
H (4.27, 3.47, 1.77)
H (-1.88, -2.48, 4.00)
H (-5.89, -2.59, -2.22)
H (3.61, 5.77, 1.38)
H (-2.42, 4.07, 1.31)
H (2.24, -5.00, -0.42)
H (-5.16, -1.60, 1.66)
H (-0.98, 3.85, 2.28)

Results
Net charge: +1
HOMO level (alpha / beta) in eV: -8.2 / -9.5
Gap between HOMO and LUMO (alpha / beta) in Eh: 0.23140 / 0.27591
Expectation value of S²: 2.01
Spin multiplicity: 3

***

[2]
Formula: C18H41N2O2P3Ti
Source: the OMol25 dataset
Level of theory: ωB97M-V/def2-TZVPD

Atoms and positions in Å:
Ti (0.22, 0.04, -0.08)
P (-1.61, -0.23, -1.84)
P (2.32, -1.37, 0.40)
P (-0.95, -2.08, 0.86)
O (1.18, 1.00, -1.10)
O (-0.28, 1.08, 1.44)
N (1.20, 2.53, 2.38)
N (-0.88, 2.21, 3.35)
C (2.84, 1.43, -2.78)
C (-0.53, -3.74, 0.22)
C (2.72, -2.58, 1.72)
C (-0.59, -2.20, 2.65)
C (-1.16, 0.79, -3.30)
C (1.87, 1.89, -1.87)
C (2.78, -2.29, -1.12)
C (-2.78, -2.17, 0.93)
C (3.50, 2.36, -3.57)
C (3.21, 3.73, -3.47)
C (-0.03, 1.93, 2.39)
C (-3.35, 1.72, 3.65)
C (3.72, -0.22, 0.57)
C (-3.96, 1.03, 2.48)
C (1.58, 3.26, -1.75)
C (2.25, 4.17, -2.56)
C (-1.97, -1.84, -2.63)
C (-3.27, 0.43, -1.44)
H (2.60, -2.10, 2.70)
H (2.73, -1.62, -1.99)
H (-3.71, 2.74, 3.79)
H (-2.92, 0.72, 1.75)
H (-3.05, -2.95, 1.67)
H (-0.97, -4.50, 0.88)
H (-4.59, 1.66, 1.83)
H (-2.35, -1.65, -3.65)
H (0.55, -3.90, 0.16)
H (-3.36, 1.12, 4.56)
H (-1.04, 1.84, -3.00)
H (3.77, 0.48, -0.27)
H (-0.95, -3.86, -0.79)
H (1.42, 3.24, 3.07)
H (-0.22, 0.43, -3.73)
H (2.09, -3.12, -1.29)
H (0.43, -2.55, 2.84)
H (4.26, 2.01, -4.28)
H (0.81, 3.57, -1.03)
H (3.77, -2.89, 1.61)
H (-1.05, -2.43, -2.71)
H (-2.72, -2.41, -2.07)
H (-0.72, -1.22, 3.13)
H (1.82, 2.39, 1.59)
H (-3.21, -2.44, -0.03)
H (-2.00, 1.90, 3.41)
H (2.01, 5.23, -2.48)
H (3.03, 0.36, -2.85)
H (-3.72, 0.86, -2.34)
H (3.73, 4.44, -4.10)
H (-1.30, -2.91, 3.10)
H (2.08, -3.47, 1.67)
H (-3.20, -1.22, 1.27)
H (-0.56, 2.90, 4.02)
H (4.65, -0.80, 0.61)
H (3.62, 0.35, 1.51)
H (3.80, -2.67, -1.02)
H (-4.46, 0.08, 2.70)
H (-1.96, 0.71, -4.05)
H (-3.18, 1.21, -0.68)
H (-3.92, -0.36, -1.05)

Results
Net charge: +4
HOMO level in eV: -19.2
Gap between HOMO and LUMO in Eh: 0.07962
Spin multiplicity: 1

***

What is the formula in the first record?
C42H65BN6O2PTi

***

Among the records above, which one has the lowest spin multiplicity?
C18H41N2O2P3Ti

***

Which value of net charge does entry 2 give?
+4

***

The lowest net charge belongs to which entry?
C42H65BN6O2PTi